No. 1
DFT (wB97M-V/def2-TZVPD) results for a 2-piece molecular cluster, CHCl3N3 overall at a distorted geometry.

The geometry in XYZ format:
```
8
Properties=species:S:1:pos:R:3:forces:R:3:lowdin_charge:R:1
Cl -1.740972 0.298408 1.639751 -1.9 0.8 0.2 0.96
N 1.253166 0.446387 -0.613176 -0.9 -0.9 3.4 -0.01
C -0.238275 -0.004669 1.195189 3.0 -2.1 -0.1 -1.14
H -0.872404 -0.123825 -1.234979 -0.9 -0.3 -1.0 -0.32
N 2.262287 0.626317 -0.959712 3.1 0.5 -2.2 0.43
Cl 0.608970 -1.081915 2.258065 0.0 1.0 -1.0 0.79
Cl -1.469492 -0.555662 -2.313416 0.2 0.1 0.3 0.33
N 0.196721 0.394960 0.028279 -2.5 0.9 0.3 -0.04
```
Positions in Å, forces in eV/Å.

The relative energy (zero: lowest compared OMol25 entry of this formula, charge and spin) is 34.65 kJ/mol. As for the spin multiplicity: 1. The strongest force on any atom comes out at 3.82 eV/Å. The value obtained for the total energy is -1583.13104 hartree. Its total charge is +1. The value obtained for the frontier orbital gap is 7.80 eV.

---

No. 2
DFT (wB97M-V/def2-TZVPD) results for one molecule with the formula C8H8ClN3OS at a distorted geometry.

The geometry in XYZ format:
```
22
Properties=species:S:1:pos:R:3:forces:R:3:lowdin_charge:R:1
H -1.153952 0.657336 -1.846436 0.0 0.1 0.0 0.10
H 0.123521 2.441198 1.447981 0.0 -0.2 0.1 0.04
C -0.460949 0.610158 -1.005642 -0.3 0.2 0.4 -0.35
H -0.615414 -4.038877 -0.638663 0.0 -0.1 0.0 0.11
S -1.483104 1.026543 0.464292 0.5 -1.0 0.2 1.00
N -4.125304 3.443740 1.254470 -1.4 0.3 0.7 0.07
C 0.150754 -0.743453 -0.874828 0.1 -0.3 0.0 -0.29
C 1.528133 -0.914906 -0.806130 -0.4 0.3 0.0 -0.10
C 1.352344 -3.166813 -0.626682 -0.2 0.7 0.0 -0.76
Cl 2.163694 -4.664319 -0.450000 0.1 -0.5 0.0 0.70
H 0.637061 0.714530 1.524491 0.1 -0.1 0.0 0.05
N -1.681064 3.056826 -0.179415 -0.1 1.8 0.8 -0.24
O -0.765132 3.703521 0.277985 -1.3 -0.5 -0.7 -0.14
H -0.615472 1.329252 2.640845 0.0 -0.1 0.0 0.05
C -0.039394 -3.130079 -0.686135 0.0 0.1 0.0 -0.07
C -0.640849 -1.892950 -0.810560 0.3 0.1 0.0 -0.03
H -1.717972 -1.801499 -0.856371 -0.1 -0.1 0.0 0.12
H 0.288651 1.393227 -1.112979 0.0 0.0 -0.1 0.09
N 2.112410 -2.093125 -0.685832 0.3 -0.6 0.1 0.06
C -0.192433 1.401687 1.643679 -0.4 0.1 -0.2 -0.29
C -3.134942 3.234996 0.731524 2.8 -0.4 -1.3 -0.26
H 2.206587 -0.072938 -0.856523 0.0 0.2 0.0 0.12
```
Positions in Å, forces in eV/Å.

The relative energy (zero: lowest compared OMol25 entry of this formula, charge and spin) is 17.63 kJ/mol. As for the spin multiplicity: 1. The strongest force on any atom comes out at 3.16 eV/Å. The value obtained for the total energy is -1407.38442 hartree. The value obtained for the frontier orbital gap is 9.13 eV.

---

No. 3
DFT (wB97M-V/def2-TZVPD) results for one molecule with the formula C4H6N2 at a distorted geometry.

The geometry in XYZ format:
```
12
Properties=species:S:1:pos:R:3:forces:R:3:lowdin_charge:R:1
C 1.204377 0.649865 -0.075882 -0.2 0.6 4.0 -0.15
C -0.235420 0.800816 -0.409068 -2.9 -1.1 -0.4 -0.21
N -0.935253 -0.569450 -0.737476 4.4 0.6 0.7 0.01
H 1.185360 1.327345 0.984072 0.9 -2.2 -2.4 0.16
C -1.137789 -0.036510 0.569360 -3.4 3.9 -0.7 -0.18
N 1.361956 -0.934620 0.145707 1.4 3.8 0.0 0.11
H 1.977744 1.138351 -0.677775 -0.3 -0.7 -0.3 0.09
H -0.852894 -0.616685 1.401602 1.0 -0.1 1.0 0.09
H -0.039463 -2.295998 -0.590677 0.7 -1.5 1.2 0.12
H -2.190849 0.273878 0.743300 0.7 0.3 -0.2 0.11
H -0.600682 1.598894 -1.127632 0.2 -0.9 1.6 0.15
C 0.262913 -1.335889 -0.225528 -2.6 -2.6 -4.4 -0.29
```
Positions in Å, forces in eV/Å.

The relative energy (zero: lowest compared OMol25 entry of this formula, charge and spin) is 416.38 kJ/mol. As for the spin multiplicity: 1. The SMILES is C1=NC[C@@H]2CN12. The strongest force on any atom comes out at 5.75 eV/Å. The value obtained for the total energy is -265.37698 hartree. The value obtained for the frontier orbital gap is 10.84 eV.